Below is 6 unconnected molecules or ions with the total composition C31H47NO9, with properties calculated with ωB97M-V with the def2-TZVPD basis set.

Geometry as XYZ:
```
88
C31H47NO9 | the OMol25 dataset | ωB97M-V with the def2-TZVPD basis set
C -0.560 -2.408 0.990
N 0.621 -2.013 1.808
C 1.628 -1.233 1.002
C 0.997 0.231 0.823
C 0.726 0.755 -0.479
C 1.000 -0.002 -1.858
O 2.351 -0.488 -2.035
O 3.273 0.486 -1.799
C 0.045 2.221 -0.478
O 0.353 3.127 -1.294
C -1.063 2.426 0.683
C -2.433 3.190 0.299
C -3.230 2.141 -0.650
C -3.233 2.329 -2.183
C -3.967 1.278 -3.052
C -4.659 0.059 -2.373
C -4.687 -0.135 -0.814
C -3.942 0.938 0.046
C -0.802 1.892 1.984
C 0.613 1.124 2.115
O 1.362 1.240 3.122
H -0.386 -3.448 0.528
H -1.516 -2.476 1.639
H -0.805 -1.702 0.129
H 1.071 -2.837 2.240
H 2.592 -1.162 1.630
H 1.767 -1.804 0.023
H 0.196 -0.815 -1.957
H 0.802 0.745 -2.718
H 3.772 0.150 -1.007
H -3.037 3.300 1.258
H -2.233 4.183 -0.243
H -2.690 3.233 -2.605
H -3.930 1.438 -4.189
H -5.152 -0.697 -3.065
H -5.206 -1.053 -0.379
H -3.945 0.798 1.190
H -1.539 1.992 2.842
C -6.101 1.526 3.500
C -6.447 0.147 3.994
O -6.577 -0.786 3.224
C -6.628 -0.033 5.479
H -6.001 1.506 2.413
H -6.895 2.227 3.766
H -5.150 1.848 3.933
H -7.445 0.599 5.833
H -5.701 0.220 5.999
H -6.874 -1.076 5.689
C -2.692 6.260 5.083
C -2.023 5.194 4.258
O -2.649 4.534 3.449
C -0.549 4.974 4.472
H -3.752 6.307 4.823
H -2.602 6.020 6.145
H -2.238 7.231 4.875
H -0.364 4.677 5.507
H 0.001 5.888 4.237
H -0.201 4.177 3.811
C 4.052 -1.124 4.482
C 4.732 -2.192 3.667
O 4.113 -2.861 2.859
C 6.206 -2.403 3.891
H 2.993 -1.084 4.216
H 4.138 -1.357 5.545
H 4.503 -0.152 4.270
H 6.387 -2.692 4.928
H 6.752 -1.488 3.653
H 6.561 -3.203 3.237
C -0.051 -1.471 -6.938
C 0.590 -1.570 -5.579
O -0.052 -1.373 -4.562
C 2.051 -1.922 -5.525
H -1.105 -1.211 -6.824
H 0.441 -0.692 -7.525
H 0.019 -2.432 -7.453
H 2.636 -1.164 -6.049
H 2.214 -2.902 -5.977
H 2.377 -1.958 -4.483
C 4.951 -5.338 -5.910
C 5.287 -3.948 -6.381
O 4.433 -3.212 -6.840
C 6.721 -3.504 -6.263
H 3.884 -5.521 -6.055
H 5.514 -6.073 -6.488
H 5.181 -5.436 -4.847
H 7.362 -4.158 -6.858
H 7.030 -3.521 -5.216
H 6.816 -2.483 -6.640
```

The calculation puts the molecular weight at 577.71 g/mol. As for the net charge: 0. The value obtained for the HOMO-LUMO gap is 7.94 eV. Its max |F| is 4.71 eV/A.

These are the Löwdin partial charges, in e, on atoms 1 to 5: atom 1 (C): -0.140, atom 2 (N): -0.140, atom 3 (C): -0.152, atom 4 (C): -0.045, atom 5 (C): -0.031

Below is a molecular structure, C31H48AlN2O6P2, with properties calculated with ωB97M-V with the def2-TZVPD basis set.

Geometry as XYZ:
```
90
C31H48AlN2O6P2 | the OMol25 dataset | ωB97M-V with the def2-TZVPD basis set
Al 0.447 -1.312 -0.831
C -2.645 1.883 -0.405
C -3.340 1.015 -1.296
C -2.564 -0.266 0.448
C -2.192 1.104 0.686
C -3.258 -0.305 -0.779
C -2.446 3.340 -0.601
H -2.384 3.635 -1.657
H -1.551 3.711 -0.090
H -3.295 3.885 -0.177
C -1.770 1.632 1.994
H -1.686 2.731 2.010
H -0.796 1.232 2.316
H -2.518 1.302 2.745
C -2.380 -1.417 1.349
H -3.310 -1.966 1.574
H -2.007 -1.075 2.319
H -1.664 -2.155 0.945
C -3.932 -1.500 -1.307
H -4.983 -1.305 -1.542
H -3.906 -2.300 -0.565
H -3.448 -1.889 -2.206
C -4.187 1.415 -2.435
H -5.137 1.860 -2.091
H -4.435 0.528 -3.027
H -3.684 2.147 -3.079
C 1.867 0.092 -1.141
C 0.591 0.696 -1.022
C -0.051 1.315 -2.228
C -0.651 0.272 -3.236
C -0.571 -1.163 -2.725
C 0.683 -1.836 -2.749
C 1.913 -1.145 -3.349
C 2.547 0.003 -2.498
H 0.673 1.991 -2.733
H -0.158 0.447 -4.219
H -0.877 1.962 -1.906
H 2.487 0.980 -3.029
H 2.538 0.198 -0.284
H 0.397 1.257 -0.092
H 3.635 -0.179 -2.342
H 2.688 -1.896 -3.549
H 0.676 -2.929 -2.876
H 1.684 -0.744 -4.345
H -1.702 0.553 -3.432
H -1.477 -1.757 -2.908
P 2.229 2.791 0.366
C 2.030 3.076 2.154
H 2.738 3.862 2.450
H 2.240 2.135 2.693
H 0.991 3.379 2.356
C 3.939 2.161 0.316
H 4.622 2.912 0.740
H 4.195 1.936 -0.729
H 3.997 1.228 0.895
C 2.359 4.389 -0.489
H 2.541 4.172 -1.555
H 3.198 4.958 -0.064
H 1.406 4.935 -0.383
P 1.005 -3.609 -0.248
C -0.441 -4.611 -0.673
H -0.201 -5.253 -1.539
H -1.277 -3.934 -0.933
H -0.780 -5.203 0.192
C 2.456 -4.062 -1.246
H 2.215 -4.194 -2.310
H 2.894 -4.980 -0.823
H 3.191 -3.245 -1.155
C 1.550 -4.069 1.399
H 1.987 -5.079 1.343
H 0.704 -4.071 2.096
H 2.295 -3.347 1.759
O 2.811 -0.809 1.464
C 1.640 -0.842 1.863
O 0.581 -1.026 1.089
C 1.379 -0.674 3.362
C 0.065 -0.591 3.819
C -0.272 -0.533 5.185
C 0.711 -0.622 6.170
C 2.039 -0.665 5.735
C 2.389 -0.649 4.361
N 3.063 -0.760 6.747
O 2.709 -0.727 7.950
O 4.252 -0.868 6.371
N -1.630 -0.318 5.604
O -2.537 -0.166 4.752
O -1.836 -0.299 6.838
H -0.742 -0.576 3.107
H 0.455 -0.630 7.223
H 3.438 -0.649 4.082
```

The calculation puts the molecular weight at 633.66 g/mol. As for the net charge: +1. The value obtained for the HOMO-LUMO gap (alpha / beta) is 5.13 / 5.93 eV. Its max |F| is 4.29 eV/A.

These are the Löwdin partial charges, in e, on atoms 1 to 5: atom 1 (Al): 0.228, atom 2 (C): -0.233, atom 3 (C): -0.188, atom 4 (C): -0.183, atom 5 (C): -0.176

Below is a molecular structure, C31H48AsBIrN2O5Si3, with properties calculated with ωB97M-V with the def2-TZVPD basis set.

Geometry as XYZ:
```
92
C31H48AsBIrN2O5Si3 | the OMol25 dataset | ωB97M-V with the def2-TZVPD basis set
Ir 0.874 0.079 0.751
C 1.516 -0.498 4.947
C 0.627 -1.501 5.316
C -0.209 -2.062 4.352
C -0.124 -1.596 3.045
N 0.734 -0.620 2.668
C 1.532 -0.095 3.623
C -0.903 -2.051 1.914
C -1.889 -3.045 1.916
C -2.559 -3.375 0.733
C -2.247 -2.715 -0.455
C -1.267 -1.725 -0.461
C -0.600 -1.397 0.719
H 2.179 -0.041 5.673
H 0.584 -1.844 6.345
H -0.903 -2.844 4.633
H 2.207 0.685 3.282
H -2.151 -3.574 2.827
H -3.323 -4.147 0.740
H -2.768 -2.971 -1.374
H -1.014 -1.202 -1.378
C -0.865 1.980 -4.219
Si -0.381 0.196 -3.965
C -1.662 -0.844 -4.863
C 1.246 -0.089 -4.832
As -0.041 -0.142 -1.653
Si -2.208 0.161 -0.789
C -2.387 -0.600 0.905
C -3.616 -0.432 -1.849
C -2.417 2.004 -0.539
Si 0.446 -2.442 -1.560
C -0.453 -3.532 -2.768
C 0.194 -3.131 0.155
C 2.280 -2.599 -1.901
H -0.933 2.190 -5.306
H -0.102 2.640 -3.760
H -1.852 2.165 -3.753
H -1.670 -0.537 -5.928
H -2.674 -0.692 -4.463
H -1.425 -1.917 -4.826
H 1.137 0.161 -5.907
H 1.533 -1.154 -4.736
H 2.027 0.555 -4.378
H -2.385 -1.699 0.829
H -3.360 -0.290 1.337
H -1.564 -0.253 1.563
H -3.496 -1.510 -2.078
H -3.652 0.179 -2.770
H -4.568 -0.269 -1.303
H -1.620 2.372 0.142
H -3.408 2.208 -0.086
H -2.340 2.533 -1.508
H -1.549 -3.418 -2.645
H -0.162 -4.587 -2.583
H -0.130 -3.272 -3.793
H -0.881 -3.174 0.391
H 0.731 -2.504 0.896
H 0.593 -4.166 0.188
H 2.514 -2.223 -2.916
H 2.582 -3.663 -1.825
H 2.844 -2.004 -1.153
O 2.125 -1.162 0.389
O 2.317 2.344 3.794
C 1.738 1.686 2.868
O 2.162 1.047 1.882
C 0.201 1.725 3.084
N -0.127 2.541 4.356
C -0.876 1.684 5.291
C -1.478 0.621 4.398
C -0.380 0.351 3.383
H -0.312 2.231 2.261
H -0.540 3.444 4.114
H 0.851 2.748 4.691
H -1.620 2.293 5.811
H -0.157 1.267 6.003
H -2.372 1.007 3.894
H -1.762 -0.277 4.954
H -0.771 -0.130 2.481
H 0.376 -0.318 3.811
O 1.458 2.839 -0.871
B 1.941 1.524 -0.517
O 3.233 1.306 -1.125
C 3.468 2.445 -1.791
C 4.592 2.751 -2.555
C 4.646 4.011 -3.178
C 3.585 4.928 -3.026
C 2.461 4.593 -2.250
C 2.434 3.338 -1.643
H 5.401 2.040 -2.665
H 5.507 4.278 -3.777
H 3.635 5.895 -3.509
H 1.642 5.289 -2.126
```

Its expectation value of S² is 0.944. The calculation puts the molecular weight at 890.94 g/mol. As for the net charge: 0. The value obtained for the relative energy (zero: lowest compared OMol25 entry of this formula, charge and spin) is 983.3 kcal/mol. Its multiplicity is 2. The value obtained for the HOMO-LUMO gap (alpha / beta) is 4.70 / 4.95 eV. Its max |F| is 13.45 eV/A.

These are the Löwdin partial charges, in e, on atoms 1 to 5: atom 1 (Ir): 1.337, atom 2 (C): -0.017, atom 3 (C): -0.075, atom 4 (C): 0.006, atom 5 (C): -0.252